The following is a quantum chemistry calculation of a structure of composition C16H31BeNP2S, from the OMol25 dataset.

Element x y z (Å)
1 P 1.94210 -0.87282 -1.15043
2 P -2.25002 -1.05144 -0.78321
3 C 0.57830 -2.10258 -1.29095
4 C -0.82435 -1.71008 -1.86015
5 H 0.47881 -2.69223 -0.34540
6 H 1.01237 -2.82375 -2.00822
7 H -0.72580 -1.01955 -2.73734
8 H -1.27447 -2.66522 -2.26519
9 C -2.72095 -2.54755 0.16175
10 H -3.34945 -2.23182 1.00368
11 H -1.85448 -3.10937 0.53741
12 H -3.32257 -3.19786 -0.47861
13 C -3.64157 -1.03601 -1.95507
14 H -3.90457 -2.07980 -2.19060
15 H -3.40575 -0.50121 -2.88528
16 H -4.51581 -0.56776 -1.47219
17 C 3.47636 -1.81239 -1.01632
18 H 4.25844 -1.16100 -0.60238
19 H 3.77537 -2.13298 -2.02405
20 H 3.35260 -2.68614 -0.36444
21 C 1.99595 0.08542 -2.65351
22 H 1.00796 0.24647 -3.09500
23 H 2.61779 -0.48986 -3.35239
24 H 2.47981 1.05065 -2.46511
25 Be -0.22483 3.53428 -0.16635
26 C -1.95633 0.14474 1.22101
27 C -1.11403 -0.64352 1.98861
28 C 0.14602 -1.01198 1.37002
29 C 1.48820 -0.31594 1.65455
30 C 2.02098 0.25318 0.31394
31 C 1.25278 1.46612 -0.05958
32 C -0.12906 1.35364 -0.51479
33 C -1.49666 1.39179 0.34554
34 C 1.58111 4.12486 2.65644
35 H -2.97433 0.28083 1.59498
36 H -1.37993 -0.95999 3.00121
37 H -0.06771 -0.79551 0.34078
38 H 0.30238 -2.10895 1.42368
39 H 1.37162 0.52644 2.38029
40 H 2.19624 -1.05220 2.05219
41 H 3.09629 0.45067 0.40719
42 H 1.86835 2.24964 -0.53632
43 H -0.16870 0.33944 -0.92834
44 H -0.25819 1.79401 -1.52700
45 H -1.59806 2.31124 0.96739
46 H -2.29913 1.46814 -0.41969
47 H 1.81090 5.18852 2.81331
48 H 2.27087 3.72788 1.91844
49 H 1.66543 3.56395 3.59456
50 S -0.16442 4.05411 1.97486
51 C -0.93459 3.16472 3.27554
52 N -1.49128 2.60877 4.15056

Computed properties:
energy above the lowest of the compared OMol25 structures with the same formula, charge and spin	983.9	kJ/mol
E_tot	-1778.23499	hartree
highest occupied orbital energy (alpha / beta)	-4.6 / -4.6	eV
charge	0
Kohn-Sham gap (alpha / beta)	4.69 / 4.69	eV

Atom charges from the Löwdin analysis, given in e for atoms 1 to 8:
1 P 0.952
2 P 0.937
3 C -0.324
4 C -0.340
5 H 0.084
6 H 0.089
7 H 0.077
8 H 0.090

---

The following is a quantum chemistry calculation of the ion C11H12NO with charge +1, from the OMol25 dataset.

Element x y z (Å)
1 C -2.59163 1.48591 0.15199
2 N -1.48087 0.63537 -0.17224
3 C -1.32276 -0.41779 -0.90310
4 C -0.06282 -1.13996 -0.74158
5 C -0.27498 -2.48642 -0.05192
6 C 0.62312 -1.56872 -2.07895
7 O 0.90941 -2.67694 -2.39732
8 C 0.79379 -0.18202 -0.00011
9 C 2.07937 -0.11142 0.43255
10 C 2.57057 1.02055 1.10329
11 C 1.71118 2.04041 1.38837
12 C 0.30382 2.00015 1.02832
13 C -0.13919 0.82669 0.38090
14 H -2.69254 1.80576 1.13619
15 H -2.63538 2.48680 -0.37732
16 H -3.44245 0.97765 -0.31288
17 H -2.11835 -0.98208 -1.40277
18 H -1.08037 -3.10484 -0.54287
19 H -0.64130 -2.46744 1.02274
20 H 0.68909 -3.11339 0.02313
21 H 0.89383 -0.71046 -2.72732
22 H 2.74748 -1.00574 0.42031
23 H 3.64252 1.13669 1.21220
24 H 1.92577 2.80994 2.07554
25 H -0.40731 2.74130 1.33285

Computed properties:
energy above the lowest of the compared OMol25 structures with the same formula, charge and spin	255.1	kJ/mol
SMILES string	C[N+]1=C[C@@](C)(C=O)c2ccccc21
E_tot	-556.04045	hartree
highest occupied orbital energy	-13.4	eV
charge	+1
Kohn-Sham gap	8.45	eV

Atom charges from the Löwdin analysis, given in e for atoms 1 to 8:
1 C 0.030
2 N 0.018
3 C 0.083
4 C -0.384
5 C -0.010
6 C -0.170
7 O 0.130
8 C -0.117

---

The following is a quantum chemistry calculation of a structure of composition C3H3NaO3Tl, from the OMol25 dataset.

Element x y z (Å)
1 C 3.41872 0.65460 0.58643
2 C 4.45354 1.16169 1.01903
3 H 4.58091 0.38218 0.02562
4 H 2.58927 0.09590 0.10283
5 H 5.24450 1.80724 1.39048
6 C 0.53633 1.13763 3.38943
7 O 1.04365 0.07511 3.81266
8 O -0.71148 1.34455 3.67092
9 Na 0.16699 -1.45144 5.16540
10 O 1.10655 2.03993 2.72962
11 Tl 1.13146 4.40849 2.27481

Computed properties:
E_tot	-675.91229	hartree
highest occupied orbital energy (alpha / beta)	-17.1 / -17.3	eV
charge	+2
⟨S²⟩	0.76
multiplicity	2
Kohn-Sham gap (alpha / beta)	9.36 / 8.79	eV

Atom charges from the Löwdin analysis, given in e for atoms 1 to 8:
1 C 0.245
2 C 0.225
3 H 0.210
4 H 0.166
5 H 0.151
6 C -0.882
7 O -0.014
8 O 0.221

---

The following is a quantum chemistry calculation of a cluster of 2 separate species, C4H9N2 in total, from the OMol25 dataset.

Element x y z (Å)
1 C 1.25553 0.69192 -0.13022
2 C -0.05119 0.76195 0.58180
3 C -0.98573 -0.10000 -0.19107
4 C 0.00281 -0.75206 0.72731
5 N -2.37282 -0.03812 -0.03501
6 N 1.31815 -0.74577 -0.02935
7 H 1.33897 1.07768 -1.22148
8 H 2.11017 1.33955 0.21576
9 H -0.15575 1.51380 1.26372
10 H -0.24584 -0.05928 -1.73759
11 H -0.31441 -1.28736 1.60574
12 H -2.55652 0.88214 -0.30824
13 H -2.77903 -0.92213 -0.14759
14 H 1.31810 -1.27734 -1.02727
15 H 2.11758 -1.08497 0.43349

Computed properties:
energy above the lowest of the compared OMol25 structures with the same formula, charge and spin	577.0	kJ/mol
E_tot	-266.87952	hartree
highest occupied orbital energy	-13.4	eV
charge	+1
Kohn-Sham gap	9.95	eV

Atom charges from the Löwdin analysis, given in e for atoms 1 to 8:
1 C -0.177
2 C -0.135
3 C -0.276
4 C -0.066
5 N 0.142
6 N 0.088
7 H 0.148
8 H 0.160

---

The following is a quantum chemistry calculation of a cluster of 3 separate species, C15H39N4O7PS in total, from the OMol25 dataset.

Element x y z (Å)
1 C 5.41358 -4.37808 -0.16315
2 C 5.40178 -3.13748 -1.07729
3 N 4.20200 -2.31451 -1.05902
4 C 3.02029 -2.93280 -1.65542
5 C 2.24323 -3.87282 -0.70305
6 P 0.41300 -3.97191 -0.97147
7 O -0.23962 -5.48826 -1.03505
8 O -0.59087 -2.66779 -1.13020
9 S 0.57620 -4.12694 -3.15838
10 C 0.05714 -4.00948 0.90102
11 O -0.07263 -2.67129 1.42305
12 N -0.07832 -2.73580 2.83875
13 O 0.53354 -1.86809 3.32081
14 C 3.99024 -1.63544 0.12402
15 C 2.90654 -0.57728 0.08848
16 O 4.62894 -1.79282 1.11722
17 H 5.13655 -5.29061 -0.67551
18 H 6.43046 -4.52688 0.17340
19 H 4.80862 -4.25573 0.71616
20 H 5.55502 -3.47938 -2.09337
21 H 6.26392 -2.54292 -0.82770
22 H 3.33557 -3.50356 -2.50636
23 H 2.36837 -2.14194 -1.99450
24 H 2.42418 -3.67745 0.34621
25 H 2.58789 -4.88671 -0.88616
26 H -1.10809 -5.43147 -1.46139
27 H -0.11963 -1.84390 -0.93125
28 H 0.35456 -2.85953 -3.54316
29 H 0.79503 -4.59003 1.44400
30 H -0.88988 -4.51385 1.04407
31 H 2.89333 -0.02558 1.01116
32 H 3.16397 0.11863 -0.70434
33 H 1.93667 -0.98206 -0.16639
34 C -1.46075 2.16095 -1.39950
35 O -1.79199 1.36389 -2.52227
36 C -2.65985 0.27932 -2.24756
37 C -4.15193 0.64383 -2.21532
38 C -4.57923 1.34856 -0.93149
39 N -4.54154 1.46945 -3.36239
40 H -1.37605 1.56638 -0.48521
41 H -2.19458 2.95769 -1.25957
42 H -0.49665 2.63110 -1.59868
43 H -2.50361 -0.42989 -3.06536
44 H -2.35475 -0.23212 -1.32473
45 H -4.71005 -0.29538 -2.27192
46 H -4.24867 2.38636 -0.89971
47 H -5.66632 1.35598 -0.85226
48 H -4.18365 0.83710 -0.05140
49 H -4.34704 0.95943 -4.21990
50 H -3.90452 2.26124 -3.39989
51 C -2.56503 3.26778 3.30416
52 O -2.42465 3.78048 1.99101
53 C -2.24746 5.18318 1.91289
54 C -0.79966 5.65299 2.12879
55 C -0.36763 5.65012 3.59142
56 N 0.15230 4.85570 1.35061
57 H -3.10800 3.96031 3.95307
58 H -1.59229 3.03270 3.74194
59 H -3.13100 2.33871 3.23629
60 H -2.54248 5.45515 0.89537
61 H -2.94069 5.69770 2.59057
62 H -0.74235 6.68690 1.77600
63 H -0.17664 4.64374 3.96286
64 H 0.55609 6.21596 3.71066
65 H -1.12635 6.11204 4.22657
66 H -0.08324 4.93807 0.36485
67 H -0.03130 3.87833 1.56488

Computed properties:
energy above the lowest of the compared OMol25 structures with the same formula, charge and spin	0.0	kJ/mol
SMILES string	CCN(CCP(O)(O)(S)CON=O)C(C)=O.COC[C@@H](C)N.COC[C@@H](C)N
E_tot	-2080.02960	hartree
highest occupied orbital energy	-9.2	eV
charge	0
Kohn-Sham gap	9.21	eV

Atom charges from the Löwdin analysis, given in e for atoms 1 to 8:
1 C -0.074
2 C -0.197
3 N -0.079
4 C -0.229
5 C -0.249
6 P 0.440
7 O -0.267
8 O -0.248

---

The following is a quantum chemistry calculation of a structure of composition C11H7Br4N3O4STi, from the OMol25 dataset.

Element x y z (Å)
1 Ti 0.00627 -0.74128 -0.55783
2 C 3.75506 1.17195 -1.92729
3 C 2.41832 0.82822 -1.35049
4 N 1.95398 -0.45478 -1.28999
5 O 2.82785 -1.36583 -1.95898
6 C 1.55055 1.79806 -0.86917
7 C 1.87348 3.24069 -0.65924
8 N 0.32522 1.30424 -0.53993
9 O -0.58635 2.05722 -0.01557
10 H 4.03612 0.47137 -2.71225
11 H 4.55995 1.14671 -1.18046
12 H 3.73746 2.18050 -2.34456
13 H 2.29520 -2.17654 -1.92922
14 H 2.86728 3.38452 -0.22483
15 H 1.12842 3.65584 0.02070
16 H 1.83601 3.83907 -1.57958
17 Br -3.87680 -0.28604 5.04288
18 C -3.32655 -0.52141 3.25546
19 C -4.24708 -0.52642 2.22610
20 Br -6.09358 -0.34594 2.57487
21 C -3.80558 -0.67195 0.89985
22 Br -4.99375 -0.66514 -0.56246
23 C -2.45236 -0.80521 0.58183
24 O -2.02300 -0.90912 -0.64363
25 C -1.49937 -0.85527 1.66040
26 O -0.22795 -1.04844 1.37092
27 C -1.96056 -0.68624 2.95828
28 Br -0.64780 -0.73257 4.31661
29 S 0.16807 -5.59207 -1.61830
30 C 0.18566 -3.92952 -1.50086
31 N 0.21586 -2.76459 -1.44321

Computed properties:
E_tot	-12432.40737	hartree
highest occupied orbital energy (alpha / beta)	0.0 / -1.3	eV
charge	-2
⟨S²⟩	2.04
multiplicity	3
Kohn-Sham gap (alpha / beta)	4.20 / 5.47	eV

Atom charges from the Löwdin analysis, given in e for atoms 1 to 8:
1 Ti 1.109
2 C -0.054
3 C -0.334
4 N -0.177
5 O -0.119
6 C -0.335
7 C -0.069
8 N -0.261

---

The following is a quantum chemistry calculation of a cluster of 3 separate species, C14H24BF6NO11S in total, from the OMol25 dataset.

Element x y z (Å)
1 C 1.05295 -3.71752 -1.76777
2 C -0.06965 -3.95788 -2.93779
3 O -0.57314 -5.21825 -3.03737
4 N -0.56582 -2.94070 -3.94092
5 C -1.29917 -1.78436 -3.29899
6 C -0.39763 -0.37716 -3.24804
7 C -0.66146 0.47499 -1.83412
8 C 0.83874 1.02138 -1.36394
9 O 0.78806 2.13032 -0.39842
10 S 1.80450 3.42584 -0.83909
11 O 2.18221 4.14829 0.50845
12 O 3.27489 2.90325 -1.53765
13 O 3.76694 3.91272 -2.20913
14 B 4.73931 3.43355 -3.22083
15 O 6.16128 3.10558 -2.88672
16 O 4.33637 3.23451 -4.63151
17 H 1.67092 -2.72495 -1.86677
18 H 0.51736 -3.80138 -0.70711
19 H 1.80180 -4.64693 -1.79652
20 H 0.17000 -2.63602 -4.61541
21 H -2.24000 -1.53276 -3.98802
22 H -1.72699 -1.99518 -2.23061
23 H 0.75301 -0.59610 -3.41279
24 H -0.76624 0.36021 -4.11100
25 H -1.13349 -0.24424 -1.01612
26 H -1.34574 1.42809 -2.04547
27 H 1.38727 1.31184 -2.38294
28 H 1.40561 0.12907 -0.80933
29 H 6.53318 2.56417 -3.64330
30 H 3.87825 2.34713 -4.72037
31 C -6.57651 -2.73960 -0.42326
32 C -5.34561 -3.41306 0.15467
33 O -4.24082 -2.49809 0.19373
34 C -4.21240 -1.63043 1.25529
35 O -5.06484 -1.60318 2.13958
36 C -2.96486 -0.74979 1.19789
37 F -2.72829 -0.25167 -0.04983
38 F -1.83873 -1.43241 1.55408
39 F -3.03436 0.32948 2.02761
40 H -6.35400 -2.30826 -1.40456
41 H -7.39687 -3.45498 -0.52765
42 H -6.91343 -1.91763 0.21602
43 H -5.04692 -4.24540 -0.49159
44 H -5.54194 -3.83248 1.14851
45 C 3.20519 2.43390 2.96916
46 C 2.69259 3.31090 4.09645
47 O 1.66148 2.63641 4.83207
48 C 2.08362 1.73896 5.77914
49 O 3.26499 1.49525 6.01221
50 C 0.89024 1.13175 6.51555
51 F -0.11401 0.75617 5.67216
52 F 0.33456 2.00799 7.40124
53 F 1.21528 0.01947 7.23339
54 H 2.37878 2.10713 2.32979
55 H 3.93428 2.97380 2.35877
56 H 3.68229 1.52922 3.35872
57 H 2.24380 4.21839 3.67845
58 H 3.50316 3.63063 4.76199

Computed properties:
E_tot	-2452.27325	hartree
highest occupied orbital energy	-9.8	eV
charge	0
Kohn-Sham gap	9.43	eV

Atom charges from the Löwdin analysis, given in e for atoms 1 to 8:
1 C -0.048
2 C -0.303
3 O -0.055
4 N -0.042
5 C -0.200
6 C -0.177
7 C -0.153
8 C -0.248